23
Properties=species:S:1:pos:R:3:forces:R:3:mulliken_charge:R:1 method="wB97M-V/def2-TZVPD" homo_ev=-11.381 mol_weight_da=120.1 homo_lumo_gap_ha=0.42350 total_charge=0
C -1.325 4.872 -0.420 -1.10 -0.52 1.48 -0.80
C -1.737 3.422 -0.716 -0.64 0.32 -0.58 -0.71
H -1.303 5.546 -1.260 0.62 -0.01 -0.32 0.28
H -0.446 4.829 0.224 0.43 0.43 -0.59 0.27
H -2.066 5.300 0.271 -0.07 0.05 -0.30 0.25
H -2.378 3.306 -1.598 0.39 0.28 -0.22 0.28
H -0.855 2.801 -0.849 -0.15 -0.29 0.10 0.18
H -2.416 3.060 0.054 0.52 -0.28 0.42 0.25
O 2.296 -0.742 5.776 1.68 -0.85 0.14 -0.64
H 2.100 -1.537 6.307 -0.69 1.08 -0.53 0.33
H 1.594 -0.147 5.557 -0.99 -0.23 0.38 0.31
O 0.195 -4.136 3.052 0.16 0.14 -1.03 -0.64
H 0.343 -3.181 2.927 0.00 -0.54 -0.02 0.34
H 0.372 -4.523 2.165 -0.13 0.44 0.99 0.32
O -0.926 -1.266 -7.129 -0.42 1.56 -0.88 -0.64
H -1.454 -0.450 -6.971 0.60 -0.95 -0.12 0.32
H -1.042 -1.798 -6.362 -0.17 -0.61 0.99 0.31
O -0.258 -1.470 0.944 -0.36 -0.91 -0.35 -0.67
H -0.729 -0.907 1.552 -0.15 0.50 0.33 0.32
H -0.907 -2.178 0.770 0.49 0.39 0.00 0.34
O 1.730 0.177 -1.728 -0.69 1.28 -0.96 -0.64
H 0.902 -0.220 -1.446 0.60 -0.48 0.44 0.32
H 2.521 -0.245 -1.431 0.06 -0.81 0.59 0.31

=====

75
Properties=species:S:1:pos:R:3:forces:R:3:mulliken_charge:R:1 method="wB97M-V/def2-TZVPD" homo_ev="-4.110 / -4.632" mol_weight_da=859.7 homo_lumo_gap_ha="0.17094 / 0.23749" total_charge=-1
Sc -0.652 2.245 0.386 0.01 0.09 0.07 -0.05
O -2.765 -0.374 3.055 0.00 -0.01 0.00 -0.81
C -2.041 0.470 2.519 0.02 0.01 0.01 -0.36
N -2.096 0.919 1.264 0.00 -0.01 -0.02 0.53
C -3.170 0.424 0.440 0.00 0.00 0.01 -1.36
C -3.630 1.506 -0.499 0.00 0.01 -0.01 0.78
C -4.822 1.383 -1.205 0.00 0.00 0.00 -0.96
C -5.213 2.399 -2.054 0.00 0.00 0.00 -0.34
C -4.406 3.523 -2.170 0.00 0.00 0.00 -0.97
C -3.237 3.570 -1.436 0.00 0.00 0.00 -0.30
N -2.848 2.581 -0.627 0.00 -0.02 -0.01 0.62
C -0.935 1.131 3.305 -0.01 -0.01 0.00 0.58
C -0.755 0.864 4.646 0.00 0.00 0.00 -0.47
C 0.260 1.525 5.325 0.00 0.00 0.00 -0.61
C 1.067 2.412 4.636 0.00 0.00 0.00 -0.82
C 0.828 2.610 3.285 0.00 0.01 -0.01 -0.41
N -0.158 1.993 2.634 0.00 -0.01 0.00 0.90
H -4.009 0.080 1.052 0.00 0.00 0.00 0.75
H -2.848 -0.436 -0.165 0.00 0.00 0.00 0.19
H -5.427 0.496 -1.072 0.00 0.00 0.00 0.49
H -6.137 2.323 -2.612 0.00 0.00 0.00 0.41
H -4.674 4.350 -2.813 0.00 0.00 0.00 0.43
H -2.576 4.427 -1.482 0.00 0.00 0.00 0.32
H -1.416 0.151 5.118 0.00 0.00 0.00 0.56
H 0.426 1.338 6.379 0.00 0.00 0.00 0.42
H 1.903 2.927 5.090 0.00 0.00 0.00 0.38
H 1.479 3.261 2.712 0.00 0.00 0.00 0.57
S -0.008 4.504 -0.853 -0.02 -0.02 -0.04 -0.37
S 0.950 5.378 0.677 0.04 0.00 0.01 -0.04
S -0.471 5.663 2.178 0.03 0.04 0.03 0.02
S -1.973 4.480 1.809 -0.05 -0.04 -0.02 -0.11
O -0.679 1.052 -1.262 0.05 -0.14 -0.06 -0.44
C -0.214 -0.073 -1.664 -0.07 0.12 0.00 0.33
C -0.428 -0.812 -2.873 -0.01 0.00 -0.01 0.02
C -1.165 -0.654 -4.051 0.01 -0.01 -0.01 -0.62
C -1.067 -1.673 -4.994 -0.01 0.02 0.00 -0.59
C -0.277 -2.799 -4.777 0.01 0.00 0.02 -0.74
C 0.453 -2.947 -3.584 0.00 -0.01 -0.02 -1.01
C 0.368 -1.954 -2.642 -0.01 0.03 0.01 0.01
P 0.880 -1.322 -0.930 0.06 -0.04 0.06 2.70
C 2.688 -1.417 -1.123 -0.01 0.01 -0.01 0.29
C 3.269 -0.986 -2.312 0.00 0.00 0.00 -0.51
C 4.646 -1.021 -2.467 0.00 0.00 0.00 -0.81
C 5.447 -1.509 -1.444 0.00 0.00 0.00 -0.51
C 4.871 -1.953 -0.263 0.00 0.00 0.00 -0.87
C 3.496 -1.896 -0.097 0.00 0.00 0.00 -0.27
C 0.225 -2.703 0.051 -0.01 0.00 0.00 -0.12
C 0.658 -3.999 -0.212 0.00 0.00 -0.01 -0.28
C 0.121 -5.068 0.491 0.00 0.00 0.00 -0.83
C -0.871 -4.848 1.439 0.00 0.00 0.00 -0.63
C -1.317 -3.558 1.691 0.00 0.00 0.00 -0.88
C -0.763 -2.488 1.005 0.01 0.01 0.02 -0.17
H -1.776 0.222 -4.225 0.00 0.00 0.00 0.60
H -1.617 -1.590 -5.924 0.00 0.00 0.00 0.39
H -0.227 -3.568 -5.538 0.00 0.00 0.00 0.41
H 1.064 -3.830 -3.433 0.00 0.00 0.00 0.37
H 2.640 -0.616 -3.113 0.00 0.00 0.00 0.40
H 5.093 -0.664 -3.385 0.00 0.00 0.00 0.41
H 6.523 -1.534 -1.564 0.00 0.00 0.00 0.38
H 5.495 -2.324 0.541 0.00 0.00 0.00 0.41
H 3.045 -2.218 0.833 0.00 0.00 0.00 0.43
H 1.423 -4.171 -0.960 0.00 0.00 0.00 0.40
H 0.472 -6.073 0.294 0.00 0.00 0.00 0.41
H -1.294 -5.685 1.981 0.00 0.00 0.00 0.38
H -2.088 -3.368 2.427 0.00 0.00 0.00 0.54
H -1.094 -1.482 1.221 0.00 0.00 -0.01 0.33
N 2.586 0.540 2.009 -0.01 -0.01 0.02 -0.07
C 1.841 0.647 0.902 0.02 0.03 0.00 0.66
O 1.079 -0.414 0.670 -0.02 -0.02 -0.02 -0.08
C 1.788 1.808 0.142 -0.01 -0.03 0.00 -1.55
I 4.443 3.437 3.145 0.00 -0.01 0.01 -0.74
H 2.380 -0.215 2.641 0.00 0.00 0.00 0.30
H 3.172 1.313 2.332 0.01 0.01 -0.03 -0.13
H 1.582 1.698 -0.916 0.00 0.01 0.00 0.10
H 2.483 2.595 0.417 0.00 0.00 0.00 0.63

=====

9
Properties=species:S:1:pos:R:3:forces:R:3:mulliken_charge:R:1 method="wB97M-V/def2-TZVPD" homo_ev="0.031 / 1.242" mol_weight_da=142.2 homo_lumo_gap_ha="0.22604 / 0.17769" total_charge=-2
C -0.421 -0.435 0.640 0.04 1.11 -0.19 -0.69
O -2.443 1.271 -0.002 1.79 -0.80 1.34 -0.65
O 0.572 -3.143 -2.207 -0.24 -0.15 -0.04 -0.58
O -2.806 -0.223 1.887 0.42 -0.36 0.63 -0.64
O 2.675 -1.848 -2.078 0.43 0.22 0.06 -0.60
S -1.752 0.569 1.192 -2.10 0.54 -1.22 0.39
S 1.180 -1.803 -1.913 0.03 -0.27 -0.24 0.21
H 0.236 -0.993 1.326 -0.72 0.21 0.01 0.31
H 0.128 0.344 0.102 0.36 -0.50 -0.35 0.26

=====

Relative energy (zero: lowest compared OMol25 entry of this formula, charge and spin), record by record: 26.7; 29.1; 28.4 kcal/mol